Entry 1:
C39H26FN3O18 | ωB97M-V/def2-TZVPD

Summary:
* DFT total energy: -84906.1540 eV
* gap between HOMO and LUMO: 0.2630 Ha
* maximum force: 1.871 eV/Å
* SMILES string: O=C(O)Cc1cc(-c2cccnc2)cc2nc(F)cnc12.O=C1C=C(O)C(=O)C=C1O.O=C1C=C(O)C(=O)C=C1O.O=C1C=C(O)C(=O)C=C1O.O=C1C=C(O)C(=O)C=C1O
* LUMO level: -1.80 eV

ORCA input file:
```
! RIJCOSX wB97M-V def2-TZVPD def2/J DEFGRID3
* xyz 0 1
O -6.8211 -1.9872 -3.2262
C -6.0842 -2.6586 -2.5538
O -5.4499 -3.7174 -3.1559
C -5.7612 -2.3959 -1.0714
C -4.9547 -1.1197 -0.8136
C -5.3824 -0.3076 0.2067
C -4.6703 0.9032 0.5318
C -5.1318 1.7475 1.6824
C -4.1911 2.5728 2.3403
C -4.6463 3.3334 3.4314
C -5.9891 3.2158 3.7893
N -6.9057 2.4642 3.1898
C -6.4400 1.7470 2.1743
C -3.5686 1.2309 -0.2113
C -3.0845 0.4237 -1.2790
N -1.9737 0.8664 -1.9576
C -1.6679 0.0264 -2.8869
F -0.6152 0.3484 -3.6612
C -2.3150 -1.2179 -3.1920
N -3.3665 -1.6286 -2.5366
C -3.7820 -0.7673 -1.5554
H -4.9147 -4.1822 -2.4977
H -6.7325 -2.2756 -0.5628
H -5.2583 -3.2362 -0.5615
H -6.2656 -0.5726 0.7904
H -3.1469 2.6386 2.0505
H -3.9402 3.9837 3.9530
H -6.3324 3.8279 4.6350
H -7.1652 1.1065 1.6534
H -3.0176 2.1438 0.0303
H -1.9275 -1.8281 -4.0140
C 0.8062 -1.3508 2.3983
C -0.3916 -0.9291 1.9807
C -1.0516 0.2719 2.5833
O -2.1323 0.6238 2.1455
C -0.3682 0.9651 3.6677
C 0.8298 0.5401 4.0868
C 1.5036 -0.6455 3.4625
O 2.6030 -0.9751 3.8690
O 1.4893 1.1448 5.0758
O -1.0639 -1.5485 1.0040
H 1.2971 -2.2122 1.9695
H -0.8642 1.8208 4.1060
H 2.3224 0.6461 5.1803
H -1.8936 -1.0450 0.8925
C 6.2004 0.4259 -0.3146
C 4.8737 0.2569 -0.3408
C 4.1967 -0.7752 0.5018
O 2.9831 -0.8568 0.4382
C 5.0173 -1.6264 1.3476
C 6.3463 -1.4630 1.3745
C 7.0264 -0.4100 0.5491
O 8.2343 -0.2935 0.6259
O 7.1371 -2.2232 2.1336
O 4.0695 0.9919 -1.1125
H 6.7014 1.1700 -0.9177
H 4.5138 -2.3785 1.9388
H 8.0449 -1.9025 1.9728
H 3.1643 0.6682 -0.9346
C 0.4851 3.5038 1.1176
C 0.1024 4.7782 1.2533
C 0.6375 5.8580 0.3620
O 0.2402 6.9966 0.5185
C 1.6174 5.4886 -0.6510
C 2.0047 4.2134 -0.7863
C 1.4460 3.1296 0.0892
O 1.8082 1.9795 -0.0794
O 2.9040 3.8462 -1.7023
O -0.7754 5.1580 2.1851
H 0.1039 2.7159 1.7529
H 2.0092 6.2791 -1.2754
H 3.0206 2.8825 -1.6023
H -0.8814 6.1220 2.0700
C 3.8070 -2.9836 -4.2032
C 3.2868 -2.6721 -3.0101
C 2.6802 -3.7181 -2.1212
O 2.2378 -3.3870 -1.0387
C 2.6460 -5.0937 -2.6049
C 3.1635 -5.4027 -3.7994
C 3.7933 -4.3628 -4.6750
O 4.2646 -4.7024 -5.7435
O 3.1486 -6.6499 -4.2765
O 3.2825 -1.4153 -2.5502
H 4.2486 -2.2400 -4.8519
H 2.1911 -5.8355 -1.9635
H 3.5824 -6.6033 -5.1497
H 2.8522 -1.4605 -1.6700
*
```

Atomic partial charges in e from the Löwdin method, atoms 1 to 8: number 1, O, carries 0.1168; number 2, C, carries -0.5040; number 3, O, carries 0.0787; number 4, C, carries -0.0409; number 5, C, carries -0.1307; number 6, C, carries 0.0367; number 7, C, carries -0.1455; number 8, C, carries -0.1400



Entry 2:
C39H27BrN2O11S | ωB97M-V/def2-TZVPD

Summary:
* DFT total energy: -147257.0636 eV
* gap between HOMO and LUMO: 0.2592 Ha
* maximum force: 1.001 eV/Å
* SMILES string: O=C1NC(=O)c2c1c(CCO)c(S)c(Br)c2-c1ccccn1.O=C1C=CC(=O)C=C1.O=C1C=CC(=O)C=C1.O=C1C=CC(=O)C=C1.O=C1C=CC(=O)C=C1
* LUMO level: -1.86 eV

ORCA input file:
```
! RIJCOSX wB97M-V def2-TZVPD def2/J DEFGRID3
* xyz 0 1
O -4.9289 1.4123 2.7029
C -4.1446 0.6201 2.2708
N -3.7894 -0.6146 2.9542
C -2.4918 -0.9815 2.4285
O -1.6863 -1.6118 3.0456
C -2.3386 -0.2915 1.1024
C -3.3053 0.7028 1.0316
C -3.4177 1.5493 -0.0636
C -4.3946 2.6950 -0.0632
C -3.6695 3.9731 0.3645
O -3.2321 3.9376 1.7168
C -2.5564 1.2982 -1.1415
S -2.7283 2.2974 -2.5979
C -1.6016 0.2667 -1.0672
Br -0.5143 -0.0984 -2.5676
C -1.4387 -0.5278 0.0697
C -0.4530 -1.6449 0.1630
C 0.9021 -1.4801 -0.0987
C 1.7191 -2.6005 -0.0410
C 1.1574 -3.8314 0.2812
C -0.2061 -3.8753 0.5463
N -1.0033 -2.8117 0.4884
H -4.5091 -1.2974 2.7059
H -5.2380 2.4746 0.5877
H -4.7851 2.8593 -1.0681
H -2.7871 4.0700 -0.2729
H -4.3130 4.8429 0.2291
H -2.3292 3.6048 1.7046
H -1.4310 2.5902 -2.7405
H 1.2997 -0.5065 -0.3486
H 2.7734 -2.5040 -0.2689
H 1.7644 -4.7232 0.3230
H -0.6685 -4.8167 0.8218
C -4.0744 -3.5427 -1.1260
C -4.4765 -3.0822 0.0528
C -5.8566 -2.5922 0.2581
O -6.2037 -2.1341 1.3291
C -6.7906 -2.6656 -0.8938
C -6.3943 -3.1445 -2.0708
C -4.9995 -3.6174 -2.2839
O -4.6362 -4.0377 -3.3601
H -3.0588 -3.8797 -1.2928
H -3.8081 -3.0252 0.9042
H -7.7963 -2.3054 -0.7182
H -7.0541 -3.2042 -2.9270
C 5.3409 -4.3753 0.8162
C 6.5529 -3.9451 1.1542
C 7.1409 -4.2632 2.4812
O 8.2436 -3.8689 2.7893
C 6.3242 -5.0813 3.4139
C 5.1119 -5.5111 3.0754
C 4.5262 -5.1919 1.7505
O 3.4200 -5.5816 1.4410
H 4.8928 -4.1579 -0.1454
H 7.1670 -3.3499 0.4906
H 6.7737 -5.3004 4.3739
H 4.4970 -6.1062 3.7382
C 5.0204 2.6030 -3.3172
C 4.6477 1.5502 -2.5952
C 3.6338 0.5898 -3.0990
O 3.2936 -0.3679 -2.4372
C 3.0517 0.8488 -4.4405
C 3.4237 1.9017 -5.1630
C 4.4384 2.8625 -4.6595
O 4.7787 3.8210 -5.3162
H 5.7575 3.3167 -2.9716
H 5.0584 1.3404 -1.6156
H 2.3140 0.1363 -4.7877
H 3.0125 2.1118 -6.1420
C 1.6282 4.4839 1.3532
C 2.2851 5.4204 2.0313
C 1.6318 6.7027 2.4041
O 2.2323 7.5556 3.0180
C 0.2171 6.8957 1.9945
C -0.4399 5.9586 1.3168
C 0.2171 4.6825 0.9441
O -0.3820 3.8238 0.3250
H 2.0800 3.5415 1.0704
H 3.3145 5.3009 2.3438
H -0.2385 7.8347 2.2811
H -1.4729 6.0723 1.0135
*
```

Atomic partial charges in e from the Löwdin method, atoms 1 to 8: number 1, O, carries 0.1481; number 2, C, carries -0.3536; number 3, N, carries 0.1601; number 4, C, carries -0.3740; number 5, O, carries 0.1442; number 6, C, carries -0.0330; number 7, C, carries -0.0322; number 8, C, carries -0.1726



Entry 3:
C39H27BrN5O5STi | ωB97M-V/def2-TZVPD

Summary:
* DFT total energy: -162557.8321 eV
* gap between HOMO and LUMO: 0.2138 Ha
* maximum force: 2.875 eV/Å
* LUMO level: -4.73 eV

ORCA input file:
```
! RIJCOSX wB97M-V def2-TZVPD def2/J DEFGRID3
* xyz 1 1
Ti -0.5739 0.7077 -0.6023
C -2.8419 1.6871 -2.3165
O -2.4922 0.6888 -1.3281
C -3.4555 0.2720 -0.4033
C -4.8213 0.3503 -0.5706
C -5.6556 -0.1132 0.4393
C -5.1288 -0.6552 1.5998
C -3.7583 -0.7421 1.7675
C -2.9143 -0.2789 0.7663
N -1.5062 -0.2827 0.8337
N -0.9922 -0.7861 1.8923
C 0.3157 -0.7058 2.1813
C 1.2756 0.0172 1.4079
O 0.9692 0.4536 0.2160
C 2.5312 0.3244 1.9655
C 2.8808 -0.1611 3.1895
C 2.0191 -1.0054 3.9400
C 2.4221 -1.5512 5.1739
C 1.5820 -2.3717 5.8800
C 0.3105 -2.6702 5.3740
C -0.1125 -2.1364 4.1791
C 0.7300 -1.2932 3.4414
H -3.9071 1.8795 -2.3158
H -2.5323 1.3196 -3.2905
H -2.3052 2.6055 -2.0867
H -5.2640 0.7385 -1.4764
H -6.7264 -0.0405 0.3104
H -5.7879 -1.0101 2.3799
H -3.3230 -1.1404 2.6719
H 3.1930 0.9578 1.3904
H 3.8473 0.0887 3.6104
H 3.4069 -1.3117 5.5558
H 1.8968 -2.7926 6.8251
H -0.3453 -3.3265 5.9305
H -1.0942 -2.3659 3.7906
Br 6.0797 -4.3743 0.4658
C 5.1356 -4.2014 -1.1645
C 4.7450 -5.3392 -1.8554
C 4.0826 -5.2033 -3.0609
C 3.7669 -3.9376 -3.5542
C 4.1726 -2.8016 -2.8471
C 4.8656 -2.9335 -1.6589
N 3.1321 -3.8983 -4.8162
N 2.3923 -2.9782 -5.1785
C 1.8287 -1.9786 -4.3813
C 1.9165 -0.6742 -4.8294
C 1.3506 0.3946 -4.1305
C 0.6269 0.1722 -2.9818
O 0.0425 1.1177 -2.2381
C 0.4446 -1.1650 -2.5472
N -0.3515 -1.3202 -1.4486
C -0.5610 -2.5361 -0.9866
C -0.0272 -3.6737 -1.5999
C 0.7547 -3.5382 -2.7194
C 1.0355 -2.2547 -3.2250
H 4.9710 -6.3190 -1.4590
H 3.7832 -6.0734 -3.6310
H 3.9744 -1.8168 -3.2478
H 5.1940 -2.0580 -1.1160
H 2.4803 -0.4888 -5.7342
H 1.4795 1.4083 -4.4869
H -1.1902 -2.6304 -0.1100
H -0.2452 -4.6497 -1.1910
H 1.1411 -4.4183 -3.2128
O -3.0815 9.0238 0.6464
C -2.3651 8.3459 1.5592
O -1.9961 8.8958 2.5566
C -2.0531 6.9030 1.2832
C -2.4444 6.2147 0.1406
C -2.1115 4.8806 -0.0332
C -1.3796 4.2161 0.9425
S -0.9309 2.5137 0.8786
C -0.9828 4.9011 2.0934
C -1.3164 6.2287 2.2567
H -3.3233 8.4888 -0.1141
H -3.0222 6.6934 -0.6416
H -2.4238 4.3661 -0.9313
H -0.4121 4.3735 2.8455
H -1.0201 6.7749 3.1413
*
```

Atomic partial charges in e from the Löwdin method, atoms 1 to 8: number 1, Ti, carries 0.9140; number 2, C, carries 0.0086; number 3, O, carries -0.2362; number 4, C, carries -0.1897; number 5, C, carries 0.0060; number 6, C, carries -0.0482; number 7, C, carries -0.0547; number 8, C, carries 0.0136



What is the gap between HOMO and LUMO in the first record?
0.2630 Ha



Among the records above, which one has the lowest gap between HOMO and LUMO?
C39H27BrN5O5STi



Number 3 is which compound?
C39H27BrN5O5STi